(1)
Below is a molecular structure, C19H20N8O8S2W in a non-equilibrium geometry, with properties calculated with ωB97M-V/def2-TZVPD.

The calculation puts the calculated total energy at -71822.856 eV. As for the spin multiplicity: 3. The LUMO energy (alpha / beta) is -0.61 / -0.86 eV. As for the energy above the lowest of the compared OMol25 structures with the same formula, charge and spin: 38.61 kcal/mol. Its HOMO energy (alpha / beta) is -7.565 / -8.113 eV.

Atoms and positions in Å:
W 0.347 -0.519 -0.160
N -1.648 0.552 -0.335
C -2.571 0.469 0.818
C -2.094 -0.605 1.766
O -2.788 -0.980 2.696
N -0.855 -1.049 1.460
C -0.269 -2.049 2.326
C 0.434 -3.012 1.407
O 0.768 -4.132 1.687
O 0.634 -2.483 0.198
H -1.450 1.520 -0.580
H -2.086 0.143 -1.154
H -3.588 0.263 0.490
H -2.568 1.411 1.363
H -1.023 -2.548 2.931
H 0.471 -1.594 2.993
N 5.733 -0.405 -5.805
C 4.656 -0.021 -5.029
C 4.848 0.406 -3.712
C 3.779 0.817 -2.946
C 2.502 0.811 -3.491
C 2.295 0.420 -4.810
C 3.365 -0.002 -5.569
S 1.171 1.431 -2.553
O 1.605 1.672 -1.180
O 0.570 2.528 -3.246
N 0.055 0.273 -2.234
C -0.259 -0.923 -2.812
N -0.206 -1.269 -4.084
C -0.569 -2.525 -4.342
C -0.962 -3.432 -3.369
C -0.983 -2.979 -2.064
N -0.684 -1.713 -1.801
H 6.562 -0.690 -5.310
H 5.528 -0.975 -6.608
H 5.843 0.397 -3.284
H 3.924 1.099 -1.914
H 1.305 0.447 -5.241
H 3.209 -0.311 -6.595
H -0.528 -2.819 -5.385
H -1.219 -4.450 -3.617
H -1.226 -3.606 -1.217
S 0.041 2.095 1.544
C 1.578 2.333 2.229
N 2.683 2.314 1.447
C 3.944 2.428 1.904
C 4.176 2.637 3.230
C 3.067 2.702 4.091
C 1.796 2.550 3.605
H 2.527 2.113 0.460
H 4.723 2.326 1.165
H 5.186 2.730 3.598
H 3.219 2.858 5.151
H 0.933 2.571 4.254
O 3.938 -0.192 0.061
N 2.862 -0.784 0.097
O 2.135 -0.980 -1.051
O 1.907 -0.345 1.041

***

(2)
Below is a molecular structure, C33H40HgN8O2S4SbTe, with properties calculated with ωB97M-V/def2-TZVPD.

The calculation puts the calculated total energy at -112235.237 eV. As for the charge: -1. The LUMO energy is 1.76 eV. As for the energy above the lowest of the compared OMol25 structures with the same formula, charge and spin: 0.79 kcal/mol. Its HOMO energy is -3.611 eV.

Atoms and positions in Å:
Hg -0.103 -2.094 0.991
S -3.731 -4.205 0.381
Sb -1.666 -4.633 -0.515
S -0.075 -4.471 1.445
S -0.953 -2.362 -1.337
O -1.120 5.368 -0.254
C 0.056 4.727 -0.726
C 0.019 3.262 -0.391
C 1.176 2.499 -0.497
C 1.122 1.153 -0.170
N -0.002 0.557 0.239
C -1.120 1.278 0.313
C -1.147 2.638 0.018
C -2.360 0.541 0.692
C -3.577 0.896 0.139
C -4.698 0.123 0.427
C -6.025 0.400 -0.236
O -5.901 1.067 -1.486
C -4.554 -0.936 1.298
C -3.299 -1.206 1.826
N -2.220 -0.499 1.519
H -1.159 6.253 -0.624
H 0.949 5.169 -0.278
H 0.149 4.834 -1.810
H 2.115 2.941 -0.821
H 2.002 0.524 -0.231
H -2.060 3.209 0.120
H -3.653 1.723 -0.556
H -6.627 1.055 0.394
H -6.566 -0.542 -0.344
H -5.393 0.498 -2.074
H -5.375 -1.609 1.519
H -3.148 -2.059 2.477
C -1.529 2.538 5.965
C -0.438 3.068 5.037
C -0.961 3.222 3.610
C 0.821 2.194 5.090
N 0.574 0.801 4.735
C 0.452 0.246 3.530
N 0.140 -1.013 3.676
N 0.086 -1.233 5.016
N 0.340 -0.145 5.667
H -2.374 3.231 5.992
H -1.159 2.402 6.985
H -1.900 1.571 5.615
H -0.119 4.052 5.397
H -1.327 2.267 3.217
H -0.188 3.596 2.930
H -1.798 3.924 3.582
H 1.236 2.188 6.094
H 1.574 2.576 4.402
H 0.600 0.765 2.592
C 2.501 -3.744 3.448
N 2.992 -3.872 2.084
C 2.950 -5.154 1.370
C 3.092 -4.740 -0.102
N 3.404 -3.310 0.007
C 3.151 -2.837 1.250
S 3.015 -1.204 1.648
H 1.991 -4.666 3.717
H 1.786 -2.930 3.515
H 3.319 -3.555 4.146
H 1.990 -5.632 1.553
H 3.761 -5.807 1.701
H 2.159 -4.898 -0.642
H 3.894 -5.274 -0.607
H 3.262 -2.686 -0.765
Te 1.518 -1.746 -2.955
C 2.939 -0.820 -4.327
C 3.542 -1.529 -5.366
C 4.450 -0.912 -6.223
C 4.767 0.430 -6.055
C 4.175 1.152 -5.023
C 3.274 0.528 -4.166
C -0.026 -0.705 -3.958
C -0.767 -1.337 -4.953
C -1.828 -0.675 -5.560
C -2.156 0.621 -5.178
C -1.415 1.256 -4.188
C -0.355 0.595 -3.578
H 3.293 -2.576 -5.511
H 4.910 -1.479 -7.026
H 5.476 0.910 -6.720
H 4.423 2.199 -4.883
H 2.818 1.096 -3.358
H -0.525 -2.354 -5.237
H -2.410 -1.178 -6.324
H -2.990 1.132 -5.647
H -1.671 2.264 -3.877
H 0.206 1.085 -2.788

***

Which value of calculated total energy does entry 2 give? -112235.237 eV

***

Repeat the second record exactly.
Below is a molecular structure, C33H40HgN8O2S4SbTe, with properties calculated with ωB97M-V/def2-TZVPD.

The calculation puts the calculated total energy at -112235.237 eV. As for the charge: -1. The LUMO energy is 1.76 eV. As for the energy above the lowest of the compared OMol25 structures with the same formula, charge and spin: 0.79 kcal/mol. Its HOMO energy is -3.611 eV.

Atoms and positions in Å:
Hg -0.103 -2.094 0.991
S -3.731 -4.205 0.381
Sb -1.666 -4.633 -0.515
S -0.075 -4.471 1.445
S -0.953 -2.362 -1.337
O -1.120 5.368 -0.254
C 0.056 4.727 -0.726
C 0.019 3.262 -0.391
C 1.176 2.499 -0.497
C 1.122 1.153 -0.170
N -0.002 0.557 0.239
C -1.120 1.278 0.313
C -1.147 2.638 0.018
C -2.360 0.541 0.692
C -3.577 0.896 0.139
C -4.698 0.123 0.427
C -6.025 0.400 -0.236
O -5.901 1.067 -1.486
C -4.554 -0.936 1.298
C -3.299 -1.206 1.826
N -2.220 -0.499 1.519
H -1.159 6.253 -0.624
H 0.949 5.169 -0.278
H 0.149 4.834 -1.810
H 2.115 2.941 -0.821
H 2.002 0.524 -0.231
H -2.060 3.209 0.120
H -3.653 1.723 -0.556
H -6.627 1.055 0.394
H -6.566 -0.542 -0.344
H -5.393 0.498 -2.074
H -5.375 -1.609 1.519
H -3.148 -2.059 2.477
C -1.529 2.538 5.965
C -0.438 3.068 5.037
C -0.961 3.222 3.610
C 0.821 2.194 5.090
N 0.574 0.801 4.735
C 0.452 0.246 3.530
N 0.140 -1.013 3.676
N 0.086 -1.233 5.016
N 0.340 -0.145 5.667
H -2.374 3.231 5.992
H -1.159 2.402 6.985
H -1.900 1.571 5.615
H -0.119 4.052 5.397
H -1.327 2.267 3.217
H -0.188 3.596 2.930
H -1.798 3.924 3.582
H 1.236 2.188 6.094
H 1.574 2.576 4.402
H 0.600 0.765 2.592
C 2.501 -3.744 3.448
N 2.992 -3.872 2.084
C 2.950 -5.154 1.370
C 3.092 -4.740 -0.102
N 3.404 -3.310 0.007
C 3.151 -2.837 1.250
S 3.015 -1.204 1.648
H 1.991 -4.666 3.717
H 1.786 -2.930 3.515
H 3.319 -3.555 4.146
H 1.990 -5.632 1.553
H 3.761 -5.807 1.701
H 2.159 -4.898 -0.642
H 3.894 -5.274 -0.607
H 3.262 -2.686 -0.765
Te 1.518 -1.746 -2.955
C 2.939 -0.820 -4.327
C 3.542 -1.529 -5.366
C 4.450 -0.912 -6.223
C 4.767 0.430 -6.055
C 4.175 1.152 -5.023
C 3.274 0.528 -4.166
C -0.026 -0.705 -3.958
C -0.767 -1.337 -4.953
C -1.828 -0.675 -5.560
C -2.156 0.621 -5.178
C -1.415 1.256 -4.188
C -0.355 0.595 -3.578
H 3.293 -2.576 -5.511
H 4.910 -1.479 -7.026
H 5.476 0.910 -6.720
H 4.423 2.199 -4.883
H 2.818 1.096 -3.358
H -0.525 -2.354 -5.237
H -2.410 -1.178 -6.324
H -2.990 1.132 -5.647
H -1.671 2.264 -3.877
H 0.206 1.085 -2.788